{"formula": "C3H9NO2S", "method": "wB97M-V/def2-TZVPD", "species": ["C", "C", "C", "N", "O", "O", "S", "H", "H", "H", "H", "H", "H", "H", "H", "H"], "positions_angstrom": [[0.466, 1.351, 0.725], [1.191, 0.875, -1.508], [1.133, 0.365, -0.082], [1.549, -0.654, 0.444], [-2.433, 0.929, -1.007], [-2.937, -0.662, -2.776], [-2.142, -0.340, -1.638], [-0.514, 1.690, 0.410], [0.232, 0.935, 1.627], [1.050, 2.234, 0.888], [0.151, 1.153, -1.850], [1.639, 0.042, -2.197], [1.753, 1.880, -1.400], [-1.319, -4.077, 3.981], [1.914, -1.351, -0.085], [-1.732, -4.369, 4.470]], "largest_force_ev_per_a": 3.825, "lumo_ev": -1.35, "homo_lumo_gap_ev": 8.3, "multiplicity": 1}

---

{"formula": "C3H9NO2S", "method": "wB97M-V/def2-TZVPD", "species": ["C", "C", "C", "N", "O", "O", "S", "H", "H", "H", "H", "H", "H", "H", "H", "H"], "positions_angstrom": [[-0.065, -0.241, 1.650], [-0.092, 1.005, -1.834], [0.512, -0.314, 0.254], [0.633, 0.732, -0.611], [0.354, -2.884, 0.386], [1.873, -0.793, 0.450], [-0.534, -1.881, -0.289], [0.352, 0.602, 2.217], [0.289, -1.115, 2.219], [-1.153, -0.461, 1.772], [-0.750, 0.188, -2.047], [-0.658, 2.001, -1.627], [0.579, 1.282, -2.641], [-1.474, -1.730, 0.657], [1.521, 1.113, -0.483], [2.334, -0.613, -0.348]], "largest_force_ev_per_a": 3.356, "lumo_ev": 0.56, "homo_lumo_gap_ev": 9.0, "multiplicity": 1}

---

{"formula": "C3H9NO2S", "method": "wB97M-V/def2-TZVPD", "species": ["C", "C", "C", "N", "O", "O", "S", "H", "H", "H", "H", "H", "H", "H", "H", "H"], "positions_angstrom": [[3.512, 1.685, 1.579], [-2.676, -1.012, -0.102], [-1.762, -0.121, -1.111], [2.428, -0.171, -0.221], [-0.858, 0.709, -0.377], [-2.313, -2.338, -0.212], [2.811, 0.192, 1.193], [3.753, 1.722, 2.622], [3.483, 2.583, 0.937], [-2.401, -0.479, 0.814], [-3.746, -0.902, -0.372], [-2.441, 0.747, -1.507], [-1.221, -0.798, -1.795], [2.774, 0.258, -1.112], [0.022, 0.290, -0.527], [-1.364, -2.365, 0.189]], "largest_force_ev_per_a": 3.530, "lumo_ev": -0.32, "homo_lumo_gap_ev": 8.8, "multiplicity": 1}

---

{"formula": "C3H9NO2S", "method": "wB97M-V/def2-TZVPD", "species": ["C", "C", "C", "N", "O", "O", "S", "H", "H", "H", "H", "H", "H", "H", "H", "H"], "positions_angstrom": [[1.590, 0.874, -1.008], [0.646, -0.260, -1.304], [-1.279, 1.468, 1.141], [0.304, -1.264, 0.840], [-2.410, 1.098, 0.875], [-0.280, -0.579, -0.296], [-0.632, -2.386, 1.323], [2.462, 0.911, -1.608], [1.132, 1.988, -1.011], [1.921, 0.774, -0.051], [1.249, -1.191, -1.582], [-0.122, 0.109, -1.995], [-0.730, 0.778, 1.771], [-0.742, 2.225, 0.566], [-1.725, -1.905, 2.158], [-1.384, -2.640, 0.181]], "largest_force_ev_per_a": 3.717, "lumo_ev": 0.47, "homo_lumo_gap_ev": 8.9, "multiplicity": 1}

---

{"formula": "C3H9NO2S", "method": "wB97M-V/def2-TZVPD", "species": ["N", "C", "C", "O", "C", "S", "H", "H", "H", "H", "H", "H", "H", "O", "H", "H"], "positions_angstrom": [[0.416, 0.797, -1.063], [0.476, -0.635, -0.832], [1.931, -1.028, -0.503], [2.301, -2.137, -0.238], [-0.480, -1.133, 0.295], [-2.221, -0.987, -0.348], [-0.125, 1.309, -0.333], [-0.040, 1.098, -1.910], [0.234, -1.321, -1.656], [2.632, -0.173, -0.508], [-0.209, -0.779, 1.318], [-0.378, -2.240, 0.404], [-2.167, 0.368, -0.260], [-0.815, 2.215, 1.481], [-0.534, 1.617, 2.192], [-1.022, 3.028, 1.961]], "largest_force_ev_per_a": 1.786, "lumo_ev": 0.35, "smiles": "N[C@@H](C=O)CS.O", "homo_lumo_gap_ev": 9.4, "multiplicity": 1}

---

{"formula": "C3H9NO2S2", "method": "wB97M-V/def2-TZVPD", "species": ["N", "C", "O", "C", "C", "S", "S", "H", "H", "H", "H", "H", "H", "H", "O", "H", "H"], "positions_angstrom": [[-2.080, 0.435, -0.342], [-1.072, 0.217, -1.230], [-1.253, 0.312, -2.425], [0.287, 0.003, -0.617], [1.066, 1.355, -0.642], [2.825, 1.197, -0.413], [3.208, 1.256, 1.599], [-1.988, 0.188, 0.624], [-2.999, 0.558, -0.741], [0.202, -0.222, 0.435], [0.923, -0.768, -1.045], [0.604, 1.996, 0.092], [0.836, 1.952, -1.542], [2.784, 0.068, 2.074], [-1.426, -2.908, 1.604], [-1.231, -3.323, 0.759], [-0.686, -2.316, 1.807]], "largest_force_ev_per_a": 1.420, "lumo_ev": 0.13, "smiles": "NC(=O)CCSS.O", "homo_lumo_gap_ev": 9.4, "multiplicity": 1}

---

{"formula": "C3H9NO2S2", "method": "wB97M-V/def2-TZVPD", "species": ["N", "C", "C", "O", "C", "S", "S", "H", "H", "H", "H", "H", "H", "H", "O", "H", "H"], "positions_angstrom": [[-0.016, -1.516, 0.681], [0.243, -0.228, 1.325], [-0.096, -0.495, 2.804], [-0.814, 0.195, 3.466], [-0.601, 0.929, 0.813], [-0.121, 1.862, -0.674], [0.447, 0.558, -2.147], [-0.894, -1.612, 0.179], [0.742, -1.785, 0.062], [1.324, -0.053, 1.357], [0.394, -1.428, 3.130], [-0.636, 1.691, 1.589], [-1.593, 0.506, 0.652], [1.651, 0.069, -1.829], [0.305, -2.935, -1.845], [1.255, -2.852, -1.904], [-0.013, -2.704, -2.712]], "largest_force_ev_per_a": 0.931, "lumo_ev": 0.03, "smiles": "N[C@H](C=O)CSS.O", "homo_lumo_gap_ev": 9.1, "multiplicity": 1}

---

{"formula": "C3H9NO2S2", "method": "wB97M-V/def2-TZVPD", "species": ["C", "C", "C", "N", "O", "O", "S", "S", "H", "H", "H", "H", "H", "H", "H", "H", "H"], "positions_angstrom": [[0.543, -0.151, 0.213], [0.371, -1.343, -0.828], [-0.554, 0.827, 0.096], [-0.530, 1.813, 1.135], [-3.207, 0.834, 0.601], [-1.634, -0.592, 2.019], [1.981, -2.361, -0.748], [-2.166, -0.169, 0.492], [0.650, -0.725, 1.167], [1.543, 0.319, 0.110], [-0.327, -1.990, -0.235], [0.194, -1.031, -1.814], [-0.780, 1.349, -0.903], [-1.491, 2.153, 1.150], [0.056, 2.641, 1.003], [-1.079, 0.178, 2.318], [2.362, -2.196, -2.043]], "largest_force_ev_per_a": 4.317, "lumo_ev": 0.68, "homo_lumo_gap_ev": 9.9, "multiplicity": 1}

---

Per-record energy relative to the best compared isomer or geometry (same formula, charge and spin), kJ/mol: 348.7; 426.7; 474.9; 690.5; 188.0; 42.7; 148.4; 224.3